# C4H10N2O

An isolated molecule of C4H10N2O at a distorted geometry (the ωB97M-V functional and the def2-TZVPD basis, OMol25).

```
17
Properties=species:S:1:pos:R:3
C 0.105 -2.113 0.471
C 0.862 -1.255 -0.201
N 1.402 -0.027 -0.327
O 1.982 0.318 -1.531
N -0.126 0.722 -0.044
C -0.403 1.140 1.308
C -1.276 0.704 -0.912
H 0.437 -3.138 0.608
H -0.913 -1.876 0.752
H 2.024 -1.634 -0.293
H 2.132 1.273 -1.451
H 0.518 1.217 1.895
H -0.888 2.126 1.333
H -1.070 0.435 1.832
H -0.993 0.351 -1.908
H -1.720 1.706 -1.001
H -2.074 0.051 -0.529
```

Its highest occupied orbital energy is -7.86 eV. As for the total energy: -342.9040 Eh. Its SMILES is C=CN(O)N(C)C. As for the molar mass: 102.137 Da. The value obtained for the maximum force is 8.77 eV/A. The value obtained for the gap between HOMO and LUMO is 8.67 eV. Its charge is 0.